[1]
Below is a 2-piece molecular cluster, C18H35O8S2 overall in a non-equilibrium geometry, with properties calculated with ωB97M-V/def2-TZVPD.

XYZ file:
```
63
C18H35O8S2 (ωB97M-V/def2-TZVPD)
C 3.49 1.38 2.76
C 3.38 -0.29 2.69
C 1.97 -0.61 1.91
C 1.51 -2.18 1.93
C 0.84 -2.48 0.43
C -0.76 -2.11 0.45
C -1.20 -1.00 -0.72
C -1.11 0.48 0.00
O -0.35 1.35 -0.94
S -0.15 2.92 -0.32
O -0.45 3.91 -1.49
O 1.38 3.10 0.00
C -1.23 3.36 1.13
C -2.40 2.27 1.49
C -2.09 1.58 2.94
C -3.36 1.55 3.98
C -3.87 -0.01 4.32
C -2.56 1.22 0.24
C -3.80 0.21 0.61
O -5.05 0.64 0.29
O -3.71 -1.09 1.29
H 2.55 1.72 3.41
H 4.50 1.74 3.25
H 3.32 1.81 1.67
H 4.28 -0.62 1.98
H 3.45 -0.77 3.76
H 1.12 0.01 2.48
H 1.93 -0.19 0.79
H 2.36 -2.94 2.20
H 0.66 -2.35 2.76
H 0.91 -3.66 0.30
H 1.46 -1.95 -0.41
H -1.07 -1.58 1.48
H -1.46 -3.07 0.38
H -0.41 -1.10 -1.61
H -2.24 -1.25 -1.18
H -0.45 0.45 0.99
H -0.51 3.60 2.04
H -1.77 4.40 0.88
H -3.44 2.86 1.56
H -1.70 0.46 2.80
H -1.20 2.14 3.50
H -2.98 1.97 5.03
H -4.26 2.25 3.68
H -3.99 -0.22 5.47
H -4.87 -0.14 3.71
H -3.11 -0.81 3.87
H -2.81 1.78 -0.78
O 0.89 -2.45 -6.53
S 1.64 -2.36 -5.30
O 1.01 -2.40 -4.00
O 2.60 -1.05 -5.37
C 2.01 0.22 -5.61
C 1.28 0.73 -4.38
C 2.92 -3.59 -5.33
H 1.34 0.18 -6.48
H 2.82 0.92 -5.86
H 0.42 0.10 -4.14
H 0.91 1.75 -4.54
H 1.94 0.73 -3.51
H 3.44 -3.55 -6.29
H 2.45 -4.57 -5.20
H 3.61 -3.40 -4.50
```

DFT total energy	-57275.99465	eV
charge	-1
spin multiplicity	1
LUMO energy	2.113	eV
orbital gap	6.873	eV

These are the Mulliken partial charges, in e, on atoms 1 to 5: C -0.72; C -0.57; C 0.34; C -0.67; C -0.58



[2]
Below is C18H36AlBr2Cl7F2MgN4O15P2S as an isolated structure in a non-equilibrium geometry, with properties calculated with ωB97M-V/def2-TZVPD.

XYZ file:
```
89
C18H36AlBr2Cl7F2MgN4O15P2S (ωB97M-V/def2-TZVPD)
C 2.55 -1.78 0.27
C 2.75 -0.81 -0.92
C 1.79 0.42 -0.88
C 1.68 0.98 -2.32
C 0.42 0.65 -3.07
N -0.07 1.44 -4.02
C 0.46 2.72 -4.54
C 1.43 2.41 -5.72
C 1.41 3.57 -6.72
F 1.32 4.76 -5.99
C -1.20 0.90 -4.57
C -1.44 -0.27 -3.95
P -2.79 -1.49 -4.19
N -2.32 -2.92 -4.67
N -0.42 -0.39 -3.03
Br -0.29 -1.89 -1.95
H 1.79 -2.52 -0.03
H 3.49 -2.32 0.41
H 2.26 -1.20 1.15
H 3.78 -0.44 -1.03
H 2.51 -1.32 -1.86
H 0.83 0.15 -0.44
H 2.26 1.13 -0.18
H 2.59 0.70 -2.86
H 1.70 2.08 -2.25
H -0.37 3.34 -4.89
H 1.06 3.19 -3.77
H 1.18 1.48 -6.23
H 2.47 2.31 -5.37
H 0.53 3.53 -7.37
H 2.32 3.58 -7.33
H -1.80 1.31 -5.38
H -3.64 -0.88 -5.15
H -3.50 -1.60 -2.98
H -2.75 -3.07 -5.58
N 5.66 -0.73 -2.94
O 6.70 0.05 -2.82
O 5.66 -1.82 -2.39
O 4.71 -0.36 -3.61
O -4.70 2.83 -1.41
S -4.87 1.59 -2.14
O -4.38 0.47 -1.33
O -4.11 1.62 -3.41
O -6.29 1.39 -2.45
Mg 7.50 -0.25 -4.50
Al 8.50 -0.51 -1.18
F 7.14 1.06 0.52
C 0.08 -5.66 -5.86
Cl 1.65 -5.56 -6.67
Cl -0.17 -7.29 -5.24
Cl 0.02 -4.50 -4.53
Cl -1.20 -5.28 -7.03
O 0.87 -0.94 4.07
P 0.00 -1.14 5.33
O -1.43 -0.59 4.76
C -2.17 -1.43 3.87
C -2.79 -2.62 4.58
O 0.55 0.16 6.14
C 1.76 0.86 5.80
C 1.45 2.05 4.92
O -0.62 -1.79 6.68
C -0.85 -1.08 7.91
C -1.92 -0.01 7.81
H -1.49 -1.80 3.05
H -2.95 -0.82 3.42
H -2.03 -3.30 4.96
H -3.43 -3.18 3.90
H -3.39 -2.29 5.43
H 2.48 0.19 5.34
H 2.20 1.21 6.73
H 0.87 1.76 4.03
H 2.37 2.54 4.59
H 0.84 2.78 5.46
H 0.08 -0.68 8.31
H -1.18 -1.83 8.63
H -1.64 0.79 7.14
H -2.12 0.42 8.79
H -2.85 -0.44 7.42
Br 0.18 -1.67 1.98
C 0.47 1.22 10.99
Cl 0.19 1.92 9.38
Cl 0.87 -0.50 10.92
H 1.29 1.74 11.46
H -0.43 1.34 11.58
O -7.15 2.62 -6.69
Cl -5.81 2.47 -6.21
O -5.67 3.24 -4.97
O -4.87 2.95 -7.18
O -5.55 1.08 -5.93
```

DFT total energy	-330527.20170	eV
charge	0
spin multiplicity	1
LUMO energy	-5.272	eV
orbital gap	1.392	eV

These are the Mulliken partial charges, in e, on atoms 1 to 5: C -1.25; C -0.15; C -1.13; C -0.51; C 0.91



[3]
Below is a 7-piece molecular cluster, C18H36Br8O4 overall in a non-equilibrium geometry, with properties calculated with ωB97M-V/def2-TZVPD.

XYZ file:
```
66
C18H36Br8O4 (ωB97M-V/def2-TZVPD)
C 4.57 -1.04 1.36
C 4.25 -1.32 -0.10
O 5.08 -1.35 -1.01
C 2.80 -1.78 -0.21
H 4.23 -0.01 1.42
H 5.62 -0.83 1.57
H 4.18 -1.69 2.15
H 2.16 -1.04 0.26
H 2.51 -2.72 0.26
H 2.53 -1.89 -1.26
C 0.64 -1.51 -4.99
C 1.58 -2.16 -3.91
O 1.05 -2.93 -3.13
C 3.08 -1.94 -3.92
H -0.35 -1.96 -4.92
H 1.07 -1.46 -5.99
H 0.57 -0.49 -4.61
H 3.50 -2.50 -3.09
H 3.29 -0.89 -3.71
H 3.36 -2.39 -4.87
O -0.61 -1.96 1.60
C -0.82 -2.74 0.65
O -1.31 -2.45 -0.64
C -1.56 -1.05 -1.03
C -0.21 -0.23 -0.98
C -0.48 -4.20 0.84
H -2.34 -0.53 -0.47
H -1.89 -1.02 -2.07
H -0.21 0.68 -1.58
H 0.41 -0.93 -1.53
H 0.10 0.14 0.01
H -0.61 -4.44 1.90
H 0.56 -4.37 0.57
H -1.02 -4.82 0.12
Br -4.95 0.56 -1.28
C -4.69 0.69 0.69
C -4.89 -0.73 1.32
Br -4.99 -0.59 3.25
H -5.29 1.53 1.03
H -3.65 1.02 0.76
H -4.22 -1.54 1.02
H -5.85 -1.12 0.97
Br -3.41 6.54 2.75
C -2.74 4.66 2.61
C -2.14 4.27 1.28
Br -1.30 2.49 1.21
H -3.49 3.90 2.83
H -1.96 4.63 3.38
H -1.39 5.03 1.06
H -2.86 4.31 0.47
Br 2.34 5.76 -0.80
C 3.20 4.24 -1.84
C 2.07 3.37 -2.35
Br 2.79 1.87 -3.47
H 3.79 3.61 -1.17
H 3.90 4.62 -2.58
H 1.40 4.00 -2.93
H 1.46 2.88 -1.59
Br -2.06 1.35 4.39
C -0.70 -0.09 4.16
C -1.41 -1.42 4.45
Br -0.11 -2.84 4.75
H 0.08 0.10 4.90
H -0.42 -0.09 3.11
H -2.09 -1.72 3.65
H -2.15 -1.44 5.26
```

DFT total energy	-587769.15697	eV
charge	+1
spin multiplicity	2
LUMO energy (spin up / spin down)	-3.330 / -9.143	eV
orbital gap (spin up / spin down)	7.962 / 2.149	eV

These are the Mulliken partial charges, in e, on atoms 1 to 5: C -1.24; C 0.65; O -0.55; C 0.21; H 0.31